1.
A cluster of 15 separate species, H30O15 in total in a non-equilibrium geometry. Source: the OMol25 dataset; level of theory: the ωB97M-V functional and the def2-TZVPD basis.

Element x y z (Å)
O 0.160 2.878 -2.281
H 0.900 2.241 -2.216
H 0.359 3.511 -1.623
O -0.064 0.050 0.036
H -0.170 1.012 0.189
H -0.917 -0.326 0.053
O -0.939 -2.987 -2.101
H -0.784 -3.855 -1.687
H -1.302 -2.469 -1.410
O -0.331 -0.127 -2.672
H 0.421 -0.666 -2.421
H -0.721 0.159 -1.841
O 1.721 -2.006 -1.623
H 0.962 -2.365 -1.152
H 2.173 -1.642 -0.807
O 0.540 1.060 3.029
H 1.220 1.289 2.439
H 0.993 0.473 3.589
O -0.203 2.805 0.413
H 0.591 3.086 0.835
H -0.803 3.452 0.656
O 2.744 -0.893 0.715
H 2.381 -0.044 1.018
H 3.606 -1.061 1.155
O 2.394 1.835 1.259
H 2.924 1.905 0.462
H 2.953 2.417 1.821
O -2.221 -2.958 1.530
H -2.823 -3.397 2.073
H -2.184 -2.055 1.829
O -2.491 -1.020 -0.528
H -3.199 -1.099 0.138
H -2.930 -0.641 -1.266
O 2.051 1.207 -1.541
H 1.488 0.545 -1.186
H 2.927 0.868 -1.773
O 0.216 -2.574 0.561
H 0.241 -1.651 0.310
H -0.689 -2.836 0.663
O -1.764 -0.423 2.329
H -2.348 0.203 1.857
H -0.850 -0.090 2.268
O -2.274 1.950 -1.325
H -2.528 1.917 -0.418
H -1.431 2.321 -1.357

As for the orbital gap: 0.328 Eh. For the molecular weight, the calculation gives 270.225 g/mol. The energy is -1146.5686 a.u. As for the spin multiplicity: 1. The HOMO energy is -9.608 eV. For the LUMO energy, the calculation gives -0.0248 hartree.


2.
A cluster of 15 separate species, H30O15 in total in a non-equilibrium geometry. Source: the OMol25 dataset; level of theory: the ωB97M-V functional and the def2-TZVPD basis.

Element x y z (Å)
O -3.366 -3.276 -1.370
H -3.166 -3.901 -0.667
H -2.795 -2.698 -1.855
O 2.178 2.746 1.826
H 1.981 3.601 1.460
H 1.304 2.451 2.355
O 0.971 -1.558 3.272
H 0.737 -2.260 3.888
H 0.702 -0.684 3.710
O 0.520 -2.828 -1.397
H 0.061 -2.800 -0.563
H 1.031 -3.618 -1.611
O -1.379 -0.510 -1.244
H -2.121 -0.049 -1.707
H -0.715 0.167 -1.375
O -1.481 -1.855 -3.537
H -0.784 -1.250 -3.956
H -1.007 -2.106 -2.729
O 3.667 1.258 3.527
H 3.812 0.675 2.774
H 3.381 2.123 3.152
O -1.280 2.760 3.253
H -2.039 2.750 2.678
H -1.189 3.679 3.490
O -3.996 -0.049 -2.573
H -3.962 -0.966 -2.279
H -3.552 0.020 -3.446
O 1.919 3.175 -2.408
H 1.113 2.761 -2.712
H 2.146 2.660 -1.629
O 2.975 -2.323 -0.032
H 3.555 -2.823 0.518
H 2.082 -2.474 -0.246
O -2.515 0.097 3.421
H -2.021 0.582 2.771
H -3.300 -0.160 2.951
O -4.177 2.522 -0.764
H -4.404 2.051 0.033
H -3.875 1.744 -1.306
O 4.815 0.409 1.281
H 4.537 1.269 0.926
H 4.170 -0.211 0.943
O 1.654 -0.316 -3.166
H 1.272 -0.207 -2.303
H 2.543 -0.575 -3.353

As for the orbital gap: 0.352 Eh. For the molecular weight, the calculation gives 270.225 g/mol. The energy is -1146.5001 a.u. As for the spin multiplicity: 1. The HOMO energy is -10.069 eV. For the LUMO energy, the calculation gives -0.0179 hartree.


3.
A cluster of 15 separate species, H30O15 in total in a non-equilibrium geometry. Source: the OMol25 dataset; level of theory: the ωB97M-V functional and the def2-TZVPD basis.

Element x y z (Å)
O -1.381 2.486 1.265
H -1.047 3.210 1.830
H -1.299 1.681 1.801
O -0.224 -2.672 1.534
H 0.354 -2.756 2.322
H -0.021 -1.934 0.966
O 1.433 -0.461 3.017
H 2.099 -0.928 2.481
H 1.284 -1.024 3.749
O 1.759 1.863 0.609
H 1.654 2.671 1.114
H 2.382 2.018 -0.115
O 2.730 -0.614 -1.389
H 3.323 -0.334 -0.727
H 1.918 -0.852 -0.948
O 4.090 0.975 2.231
H 3.164 1.134 2.085
H 4.409 1.810 2.555
O -2.008 0.517 -3.634
H -1.930 0.363 -2.702
H -2.246 1.474 -3.692
O -1.718 -2.580 -1.104
H -0.984 -3.213 -1.097
H -2.325 -3.095 -1.659
O -0.527 2.827 -1.348
H -0.086 2.069 -1.768
H -0.841 2.606 -0.477
O -1.926 0.161 -0.796
H -2.706 0.597 -0.454
H -2.183 -0.747 -0.916
O 0.207 -1.500 -3.084
H 1.008 -1.826 -3.430
H 0.172 -1.968 -2.261
O 0.398 -0.320 0.173
H 0.839 0.510 0.311
H -0.423 -0.071 -0.222
O -2.794 -1.441 1.520
H -2.355 -1.707 0.712
H -3.746 -1.243 1.514
O 0.802 1.103 -2.739
H 0.562 0.144 -2.757
H 1.640 0.969 -2.358
O -1.232 0.372 2.849
H -1.858 -0.292 2.500
H -0.387 0.036 2.554

As for the orbital gap: 0.338 Eh. For the molecular weight, the calculation gives 270.225 g/mol. The energy is -1146.5873 a.u. As for the spin multiplicity: 1. The HOMO energy is -9.398 eV. For the LUMO energy, the calculation gives -0.0075 hartree.


4.
A cluster of 15 separate species, H30O15 in total in a non-equilibrium geometry. Source: the OMol25 dataset; level of theory: the ωB97M-V functional and the def2-TZVPD basis.

Element x y z (Å)
O -1.511 1.335 -3.402
H -2.240 1.784 -3.407
H -1.113 1.400 -2.625
O -0.127 -3.834 0.091
H -0.566 -3.013 -0.038
H 0.346 -3.793 -0.863
O -2.495 2.376 0.787
H -2.506 1.972 -0.150
H -2.155 1.962 1.578
O 1.606 -0.333 -4.157
H 1.619 0.160 -4.848
H 0.885 -0.911 -4.078
O -1.024 2.499 3.537
H -0.801 2.056 2.746
H -1.450 3.369 3.350
O 2.924 3.062 -0.989
H 2.388 3.079 -1.858
H 2.292 2.823 -0.314
O -1.707 -1.565 2.573
H -0.906 -1.344 2.223
H -1.547 -1.786 3.435
O 1.331 -1.403 2.897
H 2.069 -1.598 3.516
H 0.742 -1.160 3.625
O 1.567 0.781 -1.517
H 2.058 0.674 -2.217
H 1.004 -0.082 -1.669
O -4.534 -1.327 -1.384
H -4.565 -1.185 -0.415
H -4.556 -0.301 -1.555
O 3.942 -0.439 -1.864
H 3.791 0.096 -2.722
H 4.237 0.230 -1.295
O -0.809 0.492 4.829
H -1.706 0.738 4.491
H -0.231 1.115 4.883
O -0.193 1.119 1.391
H 0.465 0.976 0.700
H 0.069 0.582 2.072
O -0.827 -2.641 -2.517
H -0.322 -3.164 -2.996
H -1.153 -1.952 -3.046
O 1.646 -1.082 0.194
H 1.744 -1.200 1.123
H 2.318 -0.566 -0.115

As for the orbital gap: 0.378 Eh. For the molecular weight, the calculation gives 270.225 g/mol. The energy is -1146.3896 a.u. As for the spin multiplicity: 1. The HOMO energy is -10.435 eV. For the LUMO energy, the calculation gives -0.0055 hartree.


5.
A structure of composition H30O19S in a non-equilibrium geometry. Source: the OMol25 dataset; level of theory: the ωB97M-V functional and the def2-TZVPD basis.

Element x y z (Å)
S 0.084 -0.177 -0.245
O -1.200 0.011 -0.953
O -0.062 0.558 1.010
O 0.356 -1.554 -0.049
O 1.085 0.487 -1.081
O 0.696 3.219 3.245
H 0.741 2.890 2.319
H 0.341 2.367 3.623
O 0.628 2.589 0.596
H 1.377 2.471 -0.027
H 0.276 1.733 0.632
O 2.304 2.447 -1.570
H 1.843 2.594 -2.284
H 1.950 1.509 -1.484
O -2.208 0.517 1.991
H -2.488 0.096 1.215
H -1.260 0.523 1.709
O 0.307 -3.391 -1.687
H 1.059 -3.440 -2.372
H 0.363 -2.650 -1.110
O -0.788 -1.572 3.369
H -0.563 -2.223 2.790
H -1.204 -0.745 3.093
O 2.872 -2.497 0.113
H 1.913 -2.165 0.109
H 3.228 -2.300 1.025
O 1.267 0.586 -3.594
H 1.224 0.494 -2.723
H 0.286 0.601 -3.986
O -2.559 3.353 0.091
H -3.486 3.101 0.141
H -2.237 2.482 -0.289
O -2.012 1.744 -1.393
H -1.529 0.822 -1.073
H -2.839 1.640 -1.861
O -0.255 -3.170 1.696
H 0.092 -4.159 1.591
H 0.009 -2.632 0.917
O -3.015 -0.437 0.374
H -2.125 -0.426 -0.100
H -3.279 -1.360 0.281
O 3.831 0.045 -1.330
H 3.803 -1.011 -1.353
H 2.830 0.205 -1.234
O 1.991 0.366 2.404
H 2.409 -0.476 2.539
H 1.392 0.161 1.729
O -2.482 -1.092 -2.688
H -1.685 -0.890 -2.045
H -3.277 -1.240 -2.067

As for the orbital gap: 0.271 Eh. For the molecular weight, the calculation gives 366.288 g/mol. The energy is -1845.4404 a.u. As for the spin multiplicity: 1. The HOMO energy is -2.844 eV. Its charge is -2. For the LUMO energy, the calculation gives 0.1663 hartree.


6.
A cluster of 15 separate species, H31O15 in total in a non-equilibrium geometry. Source: the OMol25 dataset; level of theory: the ωB97M-V functional and the def2-TZVPD basis.

Element x y z (Å)
O -3.462 -0.378 1.690
H 2.220 -3.057 -1.015
H -4.250 -0.706 2.350
O 1.947 -1.918 3.060
H 2.492 -1.945 2.368
H 2.296 -1.727 3.863
O 2.535 -3.566 -0.281
H -1.460 2.123 -1.987
H 2.133 -4.382 -0.318
O 1.030 3.618 -0.169
H 1.225 2.857 0.124
H 1.267 3.501 -1.047
O 3.633 1.674 0.081
H 4.328 2.178 -0.318
H 3.956 0.818 -0.229
O -1.513 2.518 -1.170
H -0.687 3.110 -0.991
H -1.713 -1.874 1.116
O -1.042 0.178 3.428
H -0.553 0.727 4.137
H -1.497 0.920 3.019
O -1.674 -0.721 -1.052
H -1.513 -1.263 -1.837
H -2.381 -0.187 -1.394
O -0.832 -1.248 1.486
H -0.854 -1.452 2.469
H -1.064 -0.210 1.179
O 1.779 1.989 -2.742
H -3.388 1.454 -2.606
O 0.786 -0.642 -4.049
H 0.341 -0.993 -4.906
H 1.677 -0.825 -4.450
O -2.526 2.483 1.377
H -3.309 3.031 1.051
H -1.940 2.266 0.594
O -0.462 -3.864 2.407
H 0.443 -3.602 2.721
H -0.016 -4.336 1.716
O -2.785 0.961 -3.116
H -3.473 0.468 2.250
H -2.849 0.854 -4.095
O 2.579 -0.823 -0.527
H 3.143 -1.531 -0.058
H 2.189 -1.127 -1.404
H 1.454 1.610 -3.495
H 1.823 1.191 -2.178

As for the orbital gap: 0.391 Eh. For the molecular weight, the calculation gives 271.233 g/mol. The energy is -1146.7948 a.u. As for the spin multiplicity: 1. The HOMO energy is -13.558 eV. Its charge is +1. For the LUMO energy, the calculation gives -0.1070 hartree.


7.
A cluster of 15 separate species, H31O15 in total in a non-equilibrium geometry. Source: the OMol25 dataset; level of theory: the ωB97M-V functional and the def2-TZVPD basis.

Element x y z (Å)
O -0.316 -3.925 -0.159
H -0.484 -1.614 -0.576
H -0.770 -3.934 0.623
O -1.127 3.369 1.994
H -0.576 3.705 2.748
H -1.252 4.091 1.467
O -0.978 -0.846 -0.730
H 2.835 1.917 2.986
H -0.333 -0.343 -0.218
O 3.249 -1.174 -0.974
H 4.277 -1.100 -0.675
H 3.211 -2.167 -1.189
O 1.254 2.298 0.113
H 1.783 2.340 0.937
H 1.055 1.373 0.266
O 2.424 1.102 2.622
H -0.976 -0.739 -3.127
H 3.318 2.561 0.006
O -1.591 -0.504 -3.801
H -2.649 -0.125 -2.624
H 3.351 2.632 -1.580
O -3.161 -0.807 0.416
H -3.157 -0.118 1.056
H -2.197 -0.831 0.277
O 3.753 3.029 -0.724
H 2.041 0.857 3.457
H 0.954 1.887 -2.087
O -2.331 0.709 3.762
H 2.698 -3.059 3.000
O 0.491 -2.586 -2.465
H 1.023 -2.887 -1.704
H 1.269 -2.351 -3.118
O -3.463 0.109 -2.011
H -3.486 -0.466 -0.633
H -4.439 -0.264 -2.308
O 0.161 1.542 -1.773
H -1.564 -0.984 -4.646
H -0.185 0.879 -2.471
O 2.201 -2.770 2.139
H 0.655 -4.238 0.062
H 2.386 -1.782 2.415
O -2.045 1.048 0.642
H -1.857 1.649 -0.255
H -2.034 1.675 1.365
H -1.347 1.017 3.447
H -2.071 -0.176 4.049

As for the orbital gap: 0.370 Eh. For the molecular weight, the calculation gives 271.233 g/mol. The energy is -1146.7882 a.u. As for the spin multiplicity: 1. The HOMO energy is -13.088 eV. Its charge is +1. For the LUMO energy, the calculation gives -0.1110 hartree.


8.
A cluster of 16 separate species, H32O16 in total in a non-equilibrium geometry. Source: the OMol25 dataset; level of theory: the ωB97M-V functional and the def2-TZVPD basis.

Element x y z (Å)
O 0.494 3.207 -0.397
H 1.088 2.558 -0.796
H 1.085 3.877 -0.199
O 0.168 -0.921 2.646
H 0.521 -0.518 3.472
H 0.914 -0.707 2.073
O -1.931 -1.863 -2.178
H -2.461 -1.311 -2.784
H -1.407 -1.341 -1.569
O -3.208 1.283 -0.054
H -3.289 1.979 0.640
H -3.213 0.460 0.390
O -0.236 0.049 -0.524
H 0.587 -0.362 -0.358
H -0.458 0.492 0.294
O 1.937 -1.864 -0.951
H 2.547 -1.088 -0.847
H 1.433 -1.783 -1.761
O 1.804 -3.266 1.427
H 1.975 -2.744 2.204
H 2.024 -2.691 0.679
O -0.734 -3.171 0.346
H 0.160 -2.942 0.627
H -0.600 -3.587 -0.475
O 2.557 1.119 -0.952
H 3.065 0.667 -0.295
H 2.920 0.884 -1.826
O 2.728 -0.164 1.573
H 3.419 -0.659 2.034
H 2.759 0.736 1.925
O 0.779 -1.358 -3.347
H 0.599 -0.400 -3.343
H 0.887 -1.605 -4.315
O 0.000 2.013 1.813
H -0.623 2.441 2.424
H -0.011 2.512 0.985
O -1.883 3.214 -1.509
H -2.225 2.598 -0.888
H -0.970 3.489 -1.246
O -0.247 1.135 -3.278
H 0.512 1.729 -3.419
H -0.312 1.120 -2.336
O -2.101 0.753 3.272
H -2.388 0.306 4.108
H -1.406 0.268 2.883
O -2.538 -1.235 1.044
H -2.903 -1.511 1.861
H -1.804 -1.782 0.920

As for the orbital gap: 0.334 Eh. For the molecular weight, the calculation gives 288.240 g/mol. The energy is -1223.0312 a.u. As for the spin multiplicity: 1. The HOMO energy is -9.790 eV. For the LUMO energy, the calculation gives -0.0263 hartree.


9.
A cluster of 16 separate species, H32O16 in total in a non-equilibrium geometry. Source: the OMol25 dataset; level of theory: the ωB97M-V functional and the def2-TZVPD basis.

Element x y z (Å)
O -0.122 -2.978 1.383
H -0.552 -2.657 2.156
H -0.528 -3.871 1.299
O -1.954 -2.412 -0.823
H -1.372 -2.569 -0.064
H -2.213 -3.315 -1.104
O 0.864 -0.078 3.193
H -0.053 -0.025 2.992
H 1.097 0.578 3.825
O -0.294 0.098 0.261
H -0.266 0.716 -0.426
H 0.138 -0.645 -0.062
O 2.364 -1.772 1.792
H 3.361 -1.778 1.631
H 2.089 -0.927 2.182
O 0.495 -3.890 -1.863
H 0.386 -4.791 -1.597
H 0.732 -3.340 -1.126
O -0.816 1.903 -2.108
H -1.139 1.081 -2.476
H -0.233 2.233 -2.792
O -0.921 3.122 0.579
H -0.746 3.953 1.025
H -0.178 3.140 -0.035
O 1.511 3.587 -1.344
H 1.599 2.610 -1.346
H 1.985 3.965 -2.070
O -0.851 -0.842 -2.886
H -0.139 -1.282 -3.402
H -1.181 -1.472 -2.293
O 1.881 0.783 -1.869
H 1.156 0.116 -1.885
H 2.154 0.951 -2.730
O -1.284 1.547 2.730
H -1.145 2.025 1.908
H -0.854 2.198 3.299
O -3.435 2.277 -0.525
H -3.098 1.400 -0.611
H -2.691 2.865 -0.314
O 1.420 -1.693 -0.651
H 1.693 -1.960 0.259
H 2.195 -1.833 -1.221
O 1.933 1.519 1.110
H 1.185 0.906 1.063
H 2.655 1.021 0.719
O -2.600 -0.417 1.484
H -2.353 0.354 1.912
H -1.876 -0.400 0.819

As for the orbital gap: 0.355 Eh. For the molecular weight, the calculation gives 288.240 g/mol. The energy is -1223.0305 a.u. As for the spin multiplicity: 1. The HOMO energy is -9.772 eV. For the LUMO energy, the calculation gives -0.0043 hartree.


10.
A structure of composition H33O16 in a non-equilibrium geometry. Source: the OMol25 dataset; level of theory: the ωB97M-V functional and the def2-TZVPD basis.

Element x y z (Å)
O -2.245 3.031 -0.044
H -2.554 3.366 0.803
H -2.965 2.463 -0.345
O 0.787 2.632 -1.409
H 1.960 2.252 -1.156
H 0.775 3.386 -2.048
O 3.000 1.918 -0.701
H 2.908 0.894 -0.606
H 2.776 2.200 0.205
O -0.647 -2.280 -1.422
H -0.372 -2.213 -2.338
H -2.009 1.583 2.194
O 3.805 0.241 1.643
H 3.654 -0.391 0.913
H 4.276 -0.468 2.116
O -2.389 -0.865 3.342
H -1.710 -1.519 3.516
H -0.195 4.139 -3.858
O 3.487 -0.633 5.236
H 4.043 -0.119 4.640
H 2.874 0.027 5.586
O 0.755 -4.747 -1.550
H -1.095 -3.092 -1.196
H -0.177 -4.844 -1.322
O 2.219 -0.488 -0.895
H 2.239 -0.301 -1.834
O -0.111 4.550 -2.973
H 0.645 -2.714 0.497
H 0.381 5.271 -3.422
O -0.162 -2.414 -4.918
H 0.547 -3.060 -5.042
H 0.357 -1.699 -4.528
O -2.722 0.231 -0.660
H -2.333 -0.146 3.981
H -2.963 -0.354 0.076
O -2.322 1.799 3.078
H -2.394 2.751 3.174
H -3.402 0.156 -1.335
O 1.597 -2.579 0.335
H 1.504 -3.286 -0.371
H 1.809 -1.331 -0.452
O -4.900 -1.587 0.933
H -5.369 -0.762 1.078
H -5.531 -2.284 0.736
O -0.064 1.266 0.222
H -1.001 1.182 -0.087
H 0.373 2.690 -0.497
H 1.118 -5.458 -0.994
H 0.199 0.395 -0.114

As for the orbital gap: 0.381 Eh. For the molecular weight, the calculation gives 289.248 g/mol. The energy is -1223.3393 a.u. As for the spin multiplicity: 1. The HOMO energy is -13.116 eV. Its charge is +1. For the LUMO energy, the calculation gives -0.1009 hartree.